(w)
22
Properties=species:S:1:pos:R:3:nbo_charge:R:1 method="wB97M-V/def2-TZVPD" lumo_energy_ha=-0.1202 total_charge=+1 e_homo_ev=-11.76 gap_ha=0.3120
C -0.66585 -0.73431 -1.37073 -0.709
C -0.49296 -1.67208 0.98826 -0.685
C -2.11775 1.57795 -0.06732 -0.431
C 1.47392 0.75515 0.69633 -1.189
C -0.86153 -0.55383 0.08240 0.559
N -1.57517 0.41164 0.58285 -0.472
P 2.90181 0.04784 0.07571 0.859
H -1.53294 -1.27274 -1.76419 0.272
H 0.21416 -1.34084 -1.56874 0.252
H -0.58245 0.20238 -1.91480 0.249
H 0.42890 -2.14937 0.67120 0.249
H -1.27742 -2.43123 0.96184 0.260
H -0.38112 -1.34056 2.01695 0.244
H -1.85383 2.46438 0.50941 0.236
H -1.74077 1.68578 -1.07967 0.226
H -3.20660 1.50651 -0.10613 0.236
H 1.54362 0.88331 1.77483 0.238
H 1.29026 1.71109 0.20580 0.232
H 2.73514 -0.25762 -1.26271 -0.012
H -1.73208 0.40641 1.58688 0.418
H 3.12542 -1.18783 0.65439 -0.002
H 4.22605 0.50562 0.01963 -0.029


(x)
22
Properties=species:S:1:pos:R:3:nbo_charge:R:1 method="wB97M-V/def2-TZVPD" lumo_energy_ha="-0.1695 / -0.1709" total_charge=+1 e_homo_ev="-12.58 / -12.31" gap_ha="0.2928 / 0.2814"
C 0.76165 0.63458 -1.52536 -0.604
C 2.12437 0.63058 0.66194 -0.598
C -2.63040 1.20036 0.88290 -0.914
C 0.75774 0.37516 -0.03938 -0.314
C 0.08930 -0.93827 0.29998 -0.088
N 0.66135 -2.14360 -0.35038 -0.730
P -2.49882 -0.24507 -0.38648 0.481
H 1.35803 -0.13413 -2.09363 0.174
H -0.17462 0.51753 -1.93698 0.228
H 1.28963 1.51416 -1.71908 0.242
H 3.09868 -0.03886 0.36625 0.204
H 2.04952 0.58360 1.69120 0.220
H 2.32928 1.59406 0.43576 0.228
H -1.98011 1.00578 1.74700 0.239
H -3.65670 1.54392 1.12524 0.264
H -2.24537 1.99062 0.37455 0.220
H -0.03541 1.05006 0.37806 0.237
H -0.02780 -1.19187 1.38861 0.213
H 0.82240 -1.99931 -1.32983 0.439
H -0.10569 -2.76971 -0.17085 0.460
H 1.61561 -2.34888 0.06916 0.446
H -3.60262 -0.83072 0.13132 -0.046


Verdict on stability: (w) comes out on top.


(w)
150
Properties=species:S:1:pos:R:3:mulliken_charge:R:1 method="wB97M-V/def2-TZVPD" lumo_energy_ha=0.0176 total_charge=0 e_homo_ev=-8.03 smiles=CC1(C)CCCC(C)(C)N1O.CC1(C)CCCC(C)(C)N1O.CC1(C)CCCC(C)(C)N1O.CC1(C)CCCC(C)(C)N1O.CC1(C)CCCC(C)(C)N1O gap_ha=0.3127
C 3.37236 -0.71907 2.45958 -2.593
C 2.04767 -0.01775 2.14449 2.204
C 2.36468 1.48128 2.08712 -1.438
C 1.31380 2.30926 1.36301 -1.150
C 1.07196 1.79563 -0.05577 -0.674
C 0.75759 0.29965 -0.04942 2.222
N 1.65280 -0.45169 0.81085 0.439
O 1.42223 -1.86548 0.75731 -0.444
C -0.71652 0.17028 0.36782 -0.514
C 0.85241 -0.16117 -1.51077 -1.724
C 1.04111 -0.35949 3.23867 -2.031
H 3.73770 -0.58181 3.47199 0.677
H 4.09805 -0.46493 1.68206 0.488
H 3.27438 -1.79326 2.27000 0.271
H 2.47072 1.85242 3.11239 0.551
H 3.35248 1.66505 1.65091 0.342
H 1.53331 3.37641 1.42033 0.493
H 0.38152 2.19729 1.93717 0.281
H 2.00988 2.01981 -0.57912 0.522
H 0.27267 2.40110 -0.47820 -0.094
H -1.43382 0.66977 -0.29096 0.369
H -1.09488 -0.85979 0.30936 -1.362
H -0.90466 0.42248 1.41146 0.618
H 1.83824 0.04839 -1.92685 0.674
H 0.68836 -1.23787 -1.58789 0.198
H 0.07036 0.37113 -2.04633 -0.129
H 1.51020 -0.27542 4.22187 0.488
H 0.73893 -1.40202 3.11129 0.437
H 0.13813 0.25048 3.27040 0.362
H 2.17058 -2.08894 0.19504 0.343
C 0.49845 3.88382 -3.31803 -0.936
C 0.53758 2.97696 -4.54542 1.989
C -0.67932 2.03136 -4.55892 -0.730
C -2.01072 2.66448 -4.95686 0.394
C -1.83127 3.40656 -6.28543 -1.708
C -0.66901 4.38285 -6.28920 1.821
N 0.53519 3.71039 -5.80292 0.258
O 1.68753 4.52892 -5.92086 -0.467
C -0.37502 4.82502 -7.72967 -2.106
C -1.05448 5.64714 -5.50232 -1.626
C 1.75911 2.05715 -4.47130 -1.812
H 0.84832 3.35607 -2.42005 0.083
H -0.51579 4.13563 -2.99361 -0.109
H 1.15740 4.74202 -3.43184 0.416
H -0.55288 1.14504 -5.18258 0.489
H -0.73690 1.72172 -3.50877 -0.563
H -2.33187 3.39088 -4.20418 -0.626
H -2.76423 1.88488 -5.06182 0.628
H -2.75238 3.90189 -6.60111 0.517
H -1.68068 2.64693 -7.06621 0.397
H 0.28248 5.69613 -7.69752 0.405
H 0.14726 4.03841 -8.27405 0.437
H -1.26929 5.14091 -8.26717 0.427
H -1.36525 5.46020 -4.47782 0.110
H -0.21168 6.34655 -5.46841 0.412
H -1.82200 6.21886 -6.03119 0.449
H 1.62010 1.20467 -3.80301 0.188
H 2.56486 2.60990 -3.96901 0.435
H 2.17176 1.65273 -5.39500 0.435
H 2.23670 4.03880 -6.53910 0.350
C -7.06510 4.22608 1.07959 -1.971
C -5.58923 3.95621 0.85551 1.779
C -5.50785 2.52235 0.24002 -1.767
C -4.14593 2.21695 -0.31441 -0.191
C -3.78222 3.14961 -1.44432 -0.062
C -3.87834 4.61623 -0.95449 1.763
N -5.09381 4.83851 -0.18892 0.269
O -5.17400 6.19505 0.24177 -0.532
C -2.58361 4.94962 -0.18860 -1.367
C -3.91805 5.49103 -2.20704 -2.043
C -4.82265 4.02723 2.18165 -1.691
H -7.24837 5.16855 1.60600 0.401
H -7.50336 3.51110 1.78413 0.387
H -7.60113 4.19497 0.13425 0.438
H -5.76030 1.84927 1.05980 0.484
H -6.26970 2.53602 -0.54255 0.349
H -4.06235 1.16331 -0.63957 0.413
H -3.41156 2.06813 0.49480 0.104
H -4.52873 3.03531 -2.23456 0.360
H -2.76423 3.03380 -1.80932 -0.425
H -1.69262 4.69546 -0.76819 0.178
H -2.52316 6.01526 0.04047 0.390
H -2.53656 4.41358 0.75546 0.143
H -3.82771 6.56321 -2.00147 0.570
H -3.03577 5.29727 -2.82467 0.241
H -4.83146 5.33497 -2.78313 0.504
H -4.84542 5.10468 2.42141 0.409
H -3.75024 3.85016 2.19282 0.222
H -5.30232 3.50903 3.00983 0.421
H -5.64129 6.63090 -0.47673 0.358
C -1.67981 -3.43808 -0.91423 -1.915
C -2.69363 -4.05647 0.06585 1.733
C -2.00013 -5.28664 0.66658 -1.227
C -2.56420 -5.77772 1.98385 -0.784
C -2.74433 -4.62244 2.95777 -1.167
C -3.62356 -3.50157 2.40462 1.731
N -3.02566 -3.11650 1.13377 0.804
O -3.69661 -1.97388 0.62512 -0.432
C -5.10680 -3.89769 2.36842 -1.890
C -3.45465 -2.32121 3.35773 -1.925
C -3.95409 -4.48984 -0.70550 -1.844
H -1.21839 -4.28252 -1.43314 0.474
H -0.98889 -2.80109 -0.37350 0.038
H -2.22329 -2.95826 -1.73367 0.495
H -2.13246 -6.09678 -0.05978 0.367
H -0.92021 -5.16130 0.76948 0.416
H -1.86835 -6.45680 2.48308 0.390
H -3.51346 -6.30319 1.86158 0.366
H -1.79524 -4.13387 3.19974 0.347
H -3.16899 -4.97235 3.90308 0.394
H -5.59214 -3.72935 3.32812 0.491
H -5.64748 -3.27590 1.65054 0.340
H -5.19577 -4.93273 2.03872 0.288
H -3.41219 -2.63211 4.40522 0.456
H -2.44646 -1.88870 3.25416 0.194
H -4.15457 -1.50607 3.18218 0.397
H -3.68079 -5.02514 -1.61369 0.451
H -4.57238 -3.61169 -0.87616 0.342
H -4.52875 -5.17018 -0.07179 0.423
H -3.11530 -1.23570 0.83432 0.259
C 6.20884 -5.35119 4.95924 -1.843
C 6.67651 -5.35359 3.48327 1.631
C 5.50344 -5.55705 2.53598 -1.528
C 4.81932 -4.25176 2.08647 -0.386
C 5.88775 -3.32035 1.55834 -1.319
C 6.96697 -2.90638 2.54488 1.672
N 7.43053 -4.13287 3.17948 0.402
O 8.44167 -3.86733 4.12886 -0.478
C 8.08340 -2.26399 1.72479 -2.027
C 6.41009 -1.92959 3.57916 -1.584
C 7.67928 -6.53319 3.31688 -1.560
H 7.06318 -5.49410 5.61657 0.395
H 5.54012 -6.19895 5.11744 0.489
H 5.68976 -4.41731 5.17520 0.363
H 5.75308 -6.15168 1.65943 0.434
H 4.71568 -6.08463 3.08279 0.344
H 4.21310 -3.80422 2.86991 0.302
H 4.21189 -4.48292 1.20689 0.370
H 5.42388 -2.36934 1.24317 0.277
H 6.31183 -3.60883 0.59181 0.436
H 8.68550 -1.63993 2.40546 0.440
H 8.75762 -2.95147 1.22159 0.407
H 7.73057 -1.48670 1.04017 0.389
H 5.46320 -2.30037 3.98386 0.248
H 7.05347 -1.84405 4.45617 0.416
H 6.23617 -0.92765 3.18292 0.444
H 7.53507 -7.27345 4.10968 0.386
H 8.70273 -6.18536 3.40601 0.250
H 7.52710 -7.06898 2.38092 0.346
H 9.23762 -4.24942 3.74619 0.352


(x)
150
Properties=species:S:1:pos:R:3:mulliken_charge:R:1 method="wB97M-V/def2-TZVPD" lumo_energy_ha=0.0172 total_charge=0 e_homo_ev=-7.79 smiles=CC1(C)CCCC(C)(C)N1O.CC1(C)CCCC(C)(C)N1O.CC1(C)CCCC(C)(C)N1O.CC1(C)CCCC(C)(C)N1O.CC1(C)CCCC(C)(C)N1O gap_ha=0.3033
C -18.31289 -6.30306 -1.34205 -2.067
C -18.40408 -5.07447 -0.39625 1.890
C -18.42800 -3.85984 -1.32745 -1.331
C -18.91912 -2.62757 -0.62213 -0.133
C -20.34049 -2.74829 -0.07729 -1.266
C -20.37433 -3.94892 0.88400 1.629
N -19.74504 -5.11271 0.23612 0.161
O -19.79723 -6.22438 1.12856 -0.477
C -19.76488 -3.55241 2.22129 -1.730
C -21.94220 -4.18128 1.01609 -1.883
C -17.29353 -4.99808 0.60511 -1.458
H -18.09550 -7.17161 -0.71572 0.475
H -17.56260 -6.25549 -2.13361 0.382
H -19.21227 -6.52939 -1.91748 0.430
H -17.48448 -3.54375 -1.78223 0.360
H -19.00321 -4.03556 -2.24180 0.360
H -18.84428 -1.75108 -1.27245 0.238
H -18.14375 -2.42295 0.12288 0.015
H -20.95453 -2.82297 -0.97584 0.315
H -20.63489 -1.87778 0.50844 0.522
H -20.39845 -2.90487 2.83327 0.457
H -19.53950 -4.39359 2.88014 0.397
H -18.82270 -2.99743 2.20552 0.285
H -22.51990 -3.26252 1.00521 0.367
H -22.13019 -4.82264 0.15267 0.467
H -22.18662 -4.81574 1.86988 0.383
H -16.42535 -5.61496 0.34987 0.429
H -17.41756 -5.42189 1.60511 0.337
H -16.99922 -3.96151 0.77070 0.100
H -20.35160 -6.85215 0.65472 0.350
C -15.45203 2.17290 -3.83552 -2.177
C -16.83122 2.82992 -3.61948 1.688
C -16.47014 4.22553 -2.96236 -1.043
C -17.42167 5.40128 -3.23577 -0.868
C -18.78204 4.76550 -3.69830 -1.426
C -18.67360 3.94122 -4.95411 1.521
N -17.53195 3.02319 -4.86808 0.491
O -17.55438 1.98234 -5.80679 -0.492
C -19.96855 3.09069 -5.08743 -1.562
C -18.46430 4.89765 -6.14741 -1.827
C -17.68324 1.98724 -2.61695 -1.692
H -15.58115 1.30668 -4.49320 0.494
H -15.07142 1.75902 -2.90302 0.447
H -14.67358 2.73944 -4.34610 0.426
H -16.24637 4.08338 -1.90261 0.443
H -15.49940 4.57183 -3.32655 0.413
H -17.01529 6.07616 -3.98948 0.373
H -17.68119 6.07468 -2.41749 0.375
H -19.31338 5.69849 -3.90406 0.602
H -19.31777 4.30646 -2.86886 0.422
H -20.84241 3.63399 -4.71590 0.394
H -20.07903 2.74704 -6.11075 0.290
H -19.90818 2.35294 -4.28625 0.365
H -18.76386 4.42480 -7.08402 0.368
H -18.87251 5.90199 -6.02209 0.331
H -17.41800 5.18122 -6.29962 0.433
H -16.97226 1.43850 -1.98921 0.084
H -18.19753 1.16006 -3.10778 0.450
H -18.31492 2.55833 -1.94154 0.335
H -17.11385 2.34725 -6.58207 0.345
C -8.56047 3.34715 -2.36467 -1.871
C -7.66715 3.09316 -3.55869 1.748
C -8.51208 2.23020 -4.56598 -0.627
C -7.98888 2.24007 -5.98102 -0.937
C -7.92239 3.68701 -6.48380 -1.398
C -7.02820 4.59283 -5.64451 1.707
N -7.32169 4.36338 -4.23298 0.498
O -6.54564 5.19198 -3.37805 -0.508
C -5.54498 4.55276 -5.96899 -1.837
C -7.53101 6.02103 -5.98806 -2.081
C -6.40071 2.26847 -3.17889 -1.834
H -7.99409 3.99174 -1.68696 0.541
H -8.84487 2.49009 -1.75078 0.116
H -9.52219 3.76590 -2.66298 0.453
H -8.45297 1.22000 -4.14997 -0.101
H -9.58142 2.44889 -4.53667 0.455
H -8.78703 1.76569 -6.55885 0.440
H -7.06675 1.67764 -6.12653 0.315
H -8.94223 4.07788 -6.45255 0.461
H -7.70741 3.63568 -7.55313 0.440
H -4.84007 4.81996 -5.18011 0.344
H -5.24532 3.53969 -6.25252 0.357
H -5.26791 5.26738 -6.74620 0.446
H -8.46889 6.24350 -5.47492 0.433
H -6.88928 6.75831 -5.49769 0.455
H -7.55492 6.09891 -7.07250 0.441
H -6.70500 1.39060 -2.60819 0.426
H -5.85857 2.94009 -2.51051 0.424
H -5.79778 1.99289 -4.04129 0.338
H -7.19473 5.84602 -3.09864 0.350
C -6.35842 -2.76708 -3.73491 -1.924
C -6.08343 -3.34814 -2.29345 1.853
C -7.48543 -3.29382 -1.65407 -0.861
C -7.62780 -4.07289 -0.32486 -0.503
C -7.18024 -5.54326 -0.57701 -1.486
C -5.82993 -5.61919 -1.31673 1.564
N -5.68607 -4.75454 -2.51110 0.231
O -4.43213 -4.92338 -3.10908 -0.495
C -4.70060 -5.49222 -0.26932 -1.682
C -5.75968 -7.11244 -1.83296 -1.871
C -5.03673 -2.44245 -1.64818 -1.524
H -7.00289 -3.45267 -4.28938 0.445
H -5.45240 -2.65457 -4.32728 0.422
H -6.98400 -1.88767 -3.57625 0.293
H -7.63444 -2.26009 -1.32850 0.088
H -8.28108 -3.54314 -2.35360 0.457
H -8.70263 -4.12604 -0.13985 0.101
H -7.10758 -3.58583 0.49692 0.417
H -7.89687 -6.16553 -1.11132 0.397
H -7.03264 -5.95996 0.41974 0.424
H -4.81994 -4.52318 0.22443 0.378
H -4.84027 -6.14164 0.59732 0.448
H -3.69792 -5.62664 -0.66917 0.333
H -6.29883 -7.85084 -1.23912 0.371
H -6.19204 -7.18862 -2.83408 0.465
H -4.72235 -7.44149 -1.91084 0.373
H -5.40830 -1.41359 -1.65926 0.246
H -4.04217 -2.37964 -2.09345 0.426
H -4.76852 -2.60528 -0.60091 0.279
H -4.69174 -5.41576 -3.89433 0.362
C -10.93040 0.93413 0.01256 -1.843
C -11.15451 -0.25494 -0.96444 2.178
C -10.64662 -1.56497 -0.34849 -0.676
C -11.65902 -2.26316 0.57014 -1.084
C -13.02460 -2.41636 -0.10149 -1.294
C -13.59373 -1.07206 -0.54502 1.316
N -12.58222 -0.35363 -1.34385 0.469
O -13.08679 0.79921 -1.98159 -0.437
C -14.76946 -1.34925 -1.51788 -1.001
C -14.13776 -0.36062 0.70096 -1.718
C -10.43585 -0.05258 -2.29739 -2.623
H -9.93174 0.97419 0.44903 0.386
H -11.67572 0.86487 0.80386 0.416
H -11.12493 1.90613 -0.44451 0.327
H -10.34221 -2.12841 -1.23006 0.327
H -9.89304 -1.38627 0.41960 0.195
H -11.80768 -1.62578 1.44398 0.364
H -11.39821 -3.27054 0.89600 0.364
H -13.75472 -3.02990 0.42568 0.511
H -12.91494 -2.93377 -1.06348 0.452
H -14.36182 -1.76786 -2.43616 0.522
H -15.41899 -2.07111 -1.01429 0.181
H -15.41038 -0.48100 -1.66791 -0.205
H -14.75577 0.49662 0.43126 0.309
H -14.77770 -0.98822 1.32648 0.347
H -13.31005 -0.13461 1.37205 0.380
H -9.36530 -0.05067 -2.07049 0.380
H -10.59021 0.96050 -2.67531 0.698
H -10.73611 -0.75814 -3.06984 0.430
H -12.86159 0.63405 -2.90357 0.299


Verdict on stability: (w) comes out on top.


(w)
16
Properties=species:S:1:pos:R:3:nbo_charge:R:1 method="wB97M-V/def2-TZVPD" lumo_energy_ha="0.0262 / 0.0262" total_charge=0 e_homo_ev="-8.39 / -8.39" smiles=CC#Cc1nco[n+]1[O-].C#N gap_ha="0.3346 / 0.3346"
C 0.39361 0.43736 0.73461 -0.094
C 0.89953 1.47248 1.08186 0.117
C -1.35848 0.01983 -2.62069 0.089
C -1.62014 -2.23098 -0.16781 0.336
C -0.20519 -0.75967 0.33543 0.174
C 1.57918 2.67611 1.48550 -0.695
N -0.28462 -0.34282 -2.51801 -0.323
N -1.53800 -1.00213 0.20160 -0.449
N 0.50977 -1.84413 0.04619 0.380
O -0.44978 -2.85180 -0.29739 -0.295
O 1.68796 -2.11422 0.03320 -0.406
H -2.35829 0.35705 -2.69576 0.232
H -2.52675 -2.76805 -0.36874 0.204
H 1.64612 3.35778 0.63695 0.242
H 2.58530 2.42422 1.81844 0.247
H 1.03976 3.16896 2.29462 0.242


(x)
16
Properties=species:S:1:pos:R:3:nbo_charge:R:1 method="wB97M-V/def2-TZVPD" lumo_energy_ha="-0.0759 / -0.0681" total_charge=0 e_homo_ev="-9.69 / -9.73" gap_ha="0.2803 / 0.2895"
C -1.58413 1.42060 0.10929 0.210
C 1.41970 -0.11192 -1.36657 -0.357
C 0.16989 -0.28405 -1.66619 0.119
C 2.02543 -0.01360 0.00237 0.096
C 0.13791 0.24187 1.51213 -0.293
C -0.93528 0.22804 0.47154 -0.050
N -2.03537 2.40048 -0.25664 -0.261
N 1.51709 0.06527 1.13182 -0.316
N -1.63004 -1.01873 0.14676 0.496
O -2.57590 -1.05454 -0.63301 -0.401
O -1.20365 -2.01325 0.74046 -0.411
H 2.08057 0.03168 -2.12563 0.249
H -0.63636 -0.52084 -2.26576 0.233
H 3.18023 -0.07356 0.07261 0.207
H 0.02769 1.18050 1.89628 0.229
H 0.04223 -0.47793 2.23056 0.249


Verdict on stability: (w) comes out on top.


(w)
7
Properties=species:S:1:pos:R:3:nbo_charge:R:1 method="wB97M-V/def2-TZVPD" lumo_energy_ha=0.1688 total_charge=-2 e_homo_ev=1.26 gap_ha=0.1226
C -1.22264 0.82474 -3.33059 0.912
C -3.22577 -0.17483 -1.85799 0.793
N -2.28551 0.45487 -2.19015 -0.627
O -0.56416 1.81964 -2.99072 -0.728
O -1.32740 0.20768 -4.36497 -0.704
O -4.07309 -0.75234 -1.23621 -0.645
H 12.69856 -2.37975 15.97064 -1.000


(x)
7
Properties=species:S:1:pos:R:3:nbo_charge:R:1 method="wB97M-V/def2-TZVPD" lumo_energy_ha=0.1675 total_charge=-2 e_homo_ev=1.21 gap_ha=0.1232
C 14.42253 -1.23694 -0.10089 0.896
C 14.38727 1.30748 0.10458 0.829
N 14.17585 0.19188 0.46739 -0.669
O 14.15115 -2.11805 0.66362 -0.709
O 15.04651 -1.20088 -1.14372 -0.738
O 14.54715 2.39644 -0.27461 -0.609
H -11.06960 -2.27109 5.04369 -1.000


Verdict on stability: (x) comes out on top.